A 2-piece molecular cluster, C2H8N2O overall at a distorted geometry, computed with wB97M-V/def2-TZVPD.

Calculated values
* lowest unoccupied orbital energy (alpha / beta): -0.1848 / -0.3187 Eh
* expectation value of S²: 0.782
* electronic energy: -7221.3748 eV
* charge: +1
* 2S+1: 2
* energy relative to the best compared isomer or geometry (same formula, charge and spin): 57.0 kcal/mol
* HOMO (alpha / beta): -14.99 / -14.98 eV

Bonds (Å) are listed after each position.
Element x y z (Å)
1 H -1.058 -0.838 -2.274  C9 1.089
2 H -1.707 2.203 -0.239  N5 1.021
3 H -1.250 -2.297 -1.329  C9 1.086
4 H 0.353 -1.656 -1.949  C9 1.110
5 N -1.225 1.457 0.264  H2 1.021, C8 1.278
6 H -0.895 -1.003 0.634  N13 1.019
7 H 1.929 -0.122 1.018  O11 0.945
8 C -0.514 0.678 -0.457  N5 1.278, H12 1.094, N13 1.375
9 C -0.619 -1.423 -1.467  H1 1.089, H3 1.086, H4 1.110, N13 1.441
10 H 2.036 -0.150 2.547  O11 0.948
11 O 2.396 0.235 1.758  H7 0.945, H10 0.948
12 H 0.083 1.023 -1.307  C8 1.094
13 N -0.482 -0.680 -0.240  H6 1.019, C8 1.375, C9 1.441

Atom charges from the Mulliken analysis, given in e for atoms 1 to 5: number 1, H, carries 0.3542; number 2, H, carries 0.3409; number 3, H, carries 0.3421; number 4, H, carries 0.3438; number 5, N, carries -0.3620